Record 1
{"formula": "C45H43CrN8P2Se2", "method": "wB97M-V/def2-TZVPD", "total_charge": 1, "spin_multiplicity": 5, "max_force_ha_per_bohr": 0.008, "relative_energy_kj_mol": 8.9, "orbital_gap_ev": [6.384, 6.251], "elements": ["Cr", "C", "C", "C", "C", "C", "C", "N", "C", "C", "C", "C", "C", "N", "C", "C", "C", "C", "C", "C", "N", "H", "H", "H", "H", "H", "H", "H", "H", "H", "H", "H", "H", "H", "H", "H", "Se", "P", "C", "C", "C", "C", "C", "C", "C", "C", "C", "C", "C", "C", "C", "C", "N", "N", "N", "P", "Se", "C", "C", "C", "C", "C", "C", "C", "C", "C", "C", "C", "C", "H", "H", "H", "H", "H", "H", "H", "H", "H", "H", "H", "H", "H", "H", "H", "H", "H", "H", "H", "H", "N", "C", "C", "N", "H", "H", "H", "H", "H", "H", "H", "H"], "xyz": [[-0.14, -0.36, -0.41], [-0.05, -3.83, -0.17], [-0.65, -3.19, 1.04], [-1.10, -3.99, 2.09], [-1.62, -3.41, 3.23], [-1.64, -2.03, 3.31], [-1.17, -1.29, 2.24], [-0.73, -1.86, 1.10], [-1.08, 0.19, 2.32], [-1.40, 0.94, 3.45], [-1.16, 2.30, 3.43], [-0.64, 2.90, 2.30], [-0.38, 2.10, 1.20], [-0.60, 0.79, 1.23], [0.10, 2.62, -0.11], [0.51, 3.94, -0.25], [0.83, 4.41, -1.51], [0.69, 3.55, -2.58], [0.31, 2.23, -2.38], [0.13, 1.34, -3.56], [0.05, 1.75, -1.15], [0.43, -4.77, 0.11], [0.71, -3.19, -0.61], [-0.82, -4.09, -0.90], [-1.02, -5.07, 2.00], [-1.97, -4.02, 4.05], [-1.99, -1.55, 4.21], [-1.78, 0.47, 4.34], [-1.38, 2.90, 4.31], [-0.46, 3.96, 2.29], [0.59, 4.58, 0.61], [1.15, 5.43, -1.65], [0.90, 3.88, -3.59], [0.67, 1.73, -4.42], [-0.93, 1.29, -3.83], [0.51, 0.34, -3.36], [5.42, 2.32, 3.38], [5.36, 0.23, 3.15], [5.50, -0.64, 4.74], [6.61, -1.41, 5.04], [6.76, -1.97, 6.30], [5.80, -1.75, 7.27], [4.70, -0.96, 6.99], [4.55, -0.39, 5.74], [6.70, -0.47, 2.15], [6.73, -1.84, 1.89], [7.84, -2.41, 1.29], [8.91, -1.62, 0.92], [8.88, -0.25, 1.15], [7.78, 0.32, 1.77], [3.80, -0.32, 2.39], [3.25, -0.53, 1.12], [1.93, -0.71, 1.30], [1.68, -0.63, 2.59], [2.78, -0.40, 3.26], [3.75, -0.45, -0.60], [2.13, -1.13, -1.85], [4.23, 1.23, -1.06], [5.13, 1.92, -0.27], [5.50, 3.22, -0.58], [4.97, 3.83, -1.71], [4.08, 3.14, -2.51], [3.70, 1.85, -2.19], [5.14, -1.55, -0.92], [6.27, -1.12, -1.60], [7.21, -2.04, -2.03], [7.01, -3.39, -1.80], [5.89, -3.83, -1.11], [4.96, -2.91, -0.66], [7.39, -1.57, 4.30], [7.63, -2.57, 6.52], [5.92, -2.19, 8.26], [3.95, -0.77, 7.75], [3.70, 0.23, 5.52], [5.90, -2.47, 2.19], [7.87, -3.48, 1.11], [9.78, -2.07, 0.45], [9.72, 0.37, 0.86], [7.76, 1.38, 2.01], [5.55, 1.47, 0.61], [6.19, 3.75, 0.07], [5.27, 4.84, -1.96], [3.67, 3.61, -3.40], [3.01, 1.30, -2.81], [6.41, -0.06, -1.81], [8.09, -1.70, -2.56], [7.74, -4.11, -2.16], [5.74, -4.88, -0.93], [4.06, -3.25, -0.15], [-1.10, -1.53, -2.14], [-2.52, -1.87, -1.99], [-3.35, -0.61, -1.81], [-2.96, 0.06, -0.58], [-0.97, -1.01, -3.00], [-0.55, -2.38, -2.25], [-2.63, -2.51, -1.11], [-2.90, -2.43, -2.85], [-4.41, -0.86, -1.86], [-3.15, 0.07, -2.64], [-3.31, -0.45, 0.23], [-3.35, 1.00, -0.53]], "mulliken_spin": [3.95, -0.02, 0.02, 0.00, 0.00, 0.01, 0.04, -0.11, 0.04, 0.00, 0.01, -0.01, 0.11, -0.07, -0.03, 0.00, 0.01, 0.00, 0.01, 0.03, -0.07, 0.00, 0.00, 0.00, 0.00, 0.00, 0.00, 0.00, 0.00, 0.00, 0.00, 0.00, 0.00, 0.00, 0.00, -0.01, 0.00, 0.00, 0.00, 0.00, 0.00, 0.00, 0.00, 0.00, 0.00, 0.00, 0.00, 0.00, 0.00, 0.00, 0.00, -0.01, -0.01, 0.01, 0.00, -0.06, 0.08, -0.01, 0.00, 0.00, 0.00, 0.00, 0.00, 0.01, 0.00, 0.00, 0.00, 0.00, 0.00, 0.00, 0.00, 0.00, 0.00, 0.00, 0.00, 0.00, 0.00, 0.00, 0.00, 0.00, 0.00, 0.00, 0.00, 0.00, 0.00, 0.00, 0.00, 0.00, 0.00, 0.00, 0.00, 0.00, 0.04, -0.01, 0.01, 0.00, 0.00, 0.00, 0.00, 0.00, 0.00]}



Record 2
{"formula": "C45H44CrN9SbSi", "method": "wB97M-V/def2-TZVPD", "total_charge": 1, "spin_multiplicity": 4, "max_force_ha_per_bohr": 0.044, "orbital_gap_ev": [7.396, 7.247], "elements": ["Cr", "C", "Si", "C", "N", "C", "C", "C", "C", "C", "C", "C", "C", "C", "C", "C", "C", "C", "C", "C", "C", "C", "H", "H", "H", "H", "H", "H", "H", "H", "H", "H", "H", "H", "H", "H", "H", "H", "H", "H", "H", "H", "H", "H", "H", "H", "N", "C", "N", "C", "N", "C", "C", "N", "C", "C", "N", "H", "H", "H", "H", "H", "N", "C", "N", "C", "N", "C", "C", "C", "C", "C", "C", "Sb", "C", "C", "C", "C", "C", "C", "C", "C", "C", "C", "C", "C", "H", "H", "H", "H", "H", "H", "H", "H", "H", "H", "H", "H", "H", "H", "H"], "xyz": [[-0.66, 0.75, -0.65], [-0.80, 0.98, 1.37], [0.81, 1.79, 1.88], [2.10, 1.36, 0.49], [1.39, 1.10, -0.83], [2.05, -0.07, -1.44], [3.55, 0.17, -1.63], [3.91, 1.62, -2.04], [2.73, 2.26, -2.74], [1.55, 2.35, -1.75], [1.48, 1.14, 3.50], [2.88, 1.18, 3.74], [3.39, 0.82, 4.99], [2.54, 0.40, 6.01], [1.17, 0.39, 5.79], [0.63, 0.74, 4.53], [0.49, 3.58, 1.97], [1.36, 4.50, 1.44], [1.22, 5.86, 1.57], [0.18, 6.35, 2.34], [-0.69, 5.45, 2.91], [-0.52, 4.08, 2.74], [-1.61, 1.73, 1.40], [-1.07, 0.06, 1.94], [2.60, 0.41, 0.78], [2.87, 2.10, 0.44], [1.52, -0.27, -2.40], [1.91, -0.96, -0.87], [3.98, -0.47, -2.38], [4.08, -0.11, -0.68], [4.76, 1.60, -2.72], [4.19, 2.19, -1.18], [2.48, 1.68, -3.61], [2.89, 3.26, -3.08], [0.66, 2.38, -2.38], [1.73, 3.20, -1.07], [3.56, 1.47, 2.95], [4.45, 0.90, 5.16], [2.90, 0.12, 6.99], [0.47, 0.19, 6.56], [-0.46, 0.74, 4.43], [2.19, 4.14, 0.87], [1.92, 6.54, 1.08], [0.02, 7.42, 2.51], [-1.52, 5.86, 3.50], [-1.23, 3.38, 3.17], [-1.27, 0.58, -4.99], [-0.37, 0.60, -4.00], [-0.98, 0.51, -2.83], [-2.31, 0.48, -3.21], [-2.52, 0.51, -4.48], [-3.27, 0.33, -2.11], [-4.59, -0.01, -2.34], [-5.45, -0.20, -1.38], [-4.97, -0.01, -0.13], [-3.64, 0.30, 0.12], [-2.75, 0.50, -0.87], [-1.07, 0.62, -5.99], [0.70, 0.64, -4.08], [-4.92, -0.07, -3.39], [-5.61, -0.18, 0.73], [-3.21, 0.33, 1.13], [1.55, 5.59, -2.16], [0.49, 5.27, -1.79], [-0.70, 5.06, -1.25], [-1.00, 3.82, -1.08], [-1.21, 2.68, -0.95], [1.22, -4.08, -4.51], [0.04, -3.38, -4.58], [-0.53, -2.79, -3.46], [0.02, -2.96, -2.18], [1.25, -3.60, -2.13], [1.80, -4.23, -3.26], [-0.66, -2.03, -0.40], [-2.66, -2.85, -0.11], [-3.14, -2.70, 1.20], [-4.42, -3.14, 1.52], [-5.20, -3.77, 0.58], [-4.68, -3.98, -0.73], [-3.46, -3.50, -1.07], [0.34, -3.18, 1.06], [1.07, -2.44, 2.01], [1.63, -3.06, 3.11], [1.49, -4.42, 3.28], [0.83, -5.19, 2.31], [0.22, -4.56, 1.25], [1.68, -4.54, -5.38], [-0.39, -3.22, -5.58], [-1.43, -2.21, -3.59], [1.75, -3.73, -1.23], [2.76, -4.72, -3.13], [-2.49, -2.21, 1.96], [-4.88, -3.05, 2.50], [-6.22, -4.11, 0.81], [-5.32, -4.45, -1.49], [-3.07, -3.63, -2.09], [1.16, -1.35, 1.88], [2.15, -2.40, 3.86], [1.89, -4.95, 4.12], [0.73, -6.25, 2.38], [-0.40, -5.05, 0.54]], "mulliken_spin": [3.16, -0.14, 0.03, 0.08, -0.13, 0.07, 0.00, 0.00, 0.00, 0.05, 0.01, 0.00, 0.00, 0.00, 0.00, -0.01, 0.01, 0.00, 0.00, 0.00, 0.00, -0.01, 0.01, 0.05, 0.00, 0.01, 0.00, -0.03, 0.00, 0.00, 0.00, 0.00, 0.00, 0.00, 0.01, 0.00, 0.00, 0.00, 0.00, 0.00, 0.00, 0.00, 0.00, 0.00, 0.00, -0.01, 0.00, 0.02, -0.06, 0.01, 0.00, 0.04, 0.00, 0.01, 0.00, 0.03, -0.08, 0.00, 0.00, 0.00, 0.00, -0.01, 0.00, 0.00, 0.01, 0.05, -0.06, 0.00, 0.00, 0.00, -0.01, 0.00, 0.00, -0.12, 0.00, 0.00, 0.00, 0.00, 0.00, 0.00, 0.00, 0.00, 0.00, 0.00, 0.00, 0.00, 0.00, 0.00, 0.00, 0.00, 0.00, 0.00, 0.00, 0.00, 0.00, 0.00, 0.02, 0.00, 0.00, 0.00, 0.00]}